A molecular structure, C36H96BeNO13 at a distorted geometry, computed with wB97M-V/def2-TZVPD.

Each line ends with the Löwdin charge.
Cartesian coordinates (Å):
Be: -2.713 0.301 -6.296  0.142
C: 0.309 2.656 1.476  0.009
C: 0.919 1.758 0.353  -0.427
C: 2.421 1.449 0.672  -0.148
C: 2.632 0.342 1.655  -0.179
C: 1.819 -0.917 1.212  -0.096
C: 0.262 -0.778 0.914  -0.439
N: 0.109 0.493 0.150  0.161
O: -1.187 0.574 -0.599  0.119
C: -0.421 -0.652 2.232  -0.007
C: -0.105 -2.105 0.107  0.010
C: 0.975 2.644 -0.891  -0.021
H: 0.609 3.701 1.548  0.110
H: 0.442 2.269 2.487  0.081
H: -0.764 2.577 1.302  0.093
H: 2.921 2.278 1.173  0.137
H: 3.010 1.310 -0.235  0.127
H: 2.329 0.677 2.647  0.107
H: 3.711 0.269 1.797  0.130
H: 1.842 -1.628 2.038  0.130
H: 2.388 -1.212 0.331  0.121
H: -1.409 -0.219 2.074  0.105
H: 0.179 0.036 2.828  0.082
H: -0.580 -1.577 2.786  0.116
H: -0.287 -3.036 0.645  0.103
H: 0.611 -2.250 -0.702  0.081
H: -0.964 -2.005 -0.557  0.077
H: 1.539 3.568 -0.771  0.113
H: -0.054 2.856 -1.181  0.092
H: 1.433 2.033 -1.669  0.092
C: -8.331 -4.846 1.970  -0.083
C: -7.538 -3.692 1.458  -0.413
O: -8.277 -2.914 0.650  -0.041
H: -7.693 -5.394 2.664  0.071
H: -8.715 -5.587 1.269  0.081
H: -9.134 -4.576 2.656  0.077
H: -6.658 -4.029 0.910  0.104
H: -7.032 -3.071 2.198  0.112
H: -7.908 -2.049 0.840  0.091
C: -0.092 -8.408 5.832  -0.098
C: 0.294 -9.704 6.503  -0.343
O: -0.873 -10.191 7.101  -0.077
H: -1.090 -8.365 5.396  0.076
H: 0.725 -8.146 5.159  0.068
H: -0.115 -7.601 6.564  0.068
H: 1.104 -9.457 7.190  0.111
H: 0.612 -10.558 5.905  0.111
H: -0.675 -10.260 8.038  0.084
C: 8.509 -5.071 -0.974  -0.095
C: 9.491 -3.949 -1.200  -0.350
O: 9.645 -3.706 -2.580  -0.074
H: 8.535 -5.516 0.021  0.071
H: 8.781 -6.037 -1.400  0.077
H: 7.533 -4.660 -1.232  0.075
H: 10.505 -4.232 -0.919  0.108
H: 9.226 -3.109 -0.558  0.105
H: 10.362 -3.074 -2.672  0.082
O: -6.064 -2.563 -4.906  -0.064
H: -5.701 -3.449 -4.878  0.027
H: -6.844 -2.606 -4.352  0.030
O: 1.371 -0.712 -4.481  -0.054
H: 1.235 -0.596 -3.541  0.005
H: 2.294 -0.953 -4.562  0.036
C: 1.407 -10.684 -0.949  -0.061
C: 1.269 -10.041 -2.355  -0.443
C: 2.541 -9.261 -2.721  -0.067
O: 1.062 -11.029 -3.402  -0.071
H: 2.165 -11.467 -0.902  0.079
H: 0.494 -11.158 -0.590  0.071
H: 1.606 -9.903 -0.215  0.071
H: 0.407 -9.382 -2.449  0.129
H: 3.194 -9.757 -3.439  0.081
H: 3.147 -8.887 -1.896  0.066
H: 2.159 -8.309 -3.089  0.067
H: 1.611 -11.798 -3.235  0.078
C: 4.736 10.704 1.904  -0.039
C: 4.309 12.208 1.957  -0.556
C: 3.277 12.515 3.009  -0.057
O: 5.412 12.998 2.048  -0.036
H: 4.016 9.971 2.266  0.064
H: 5.547 10.498 2.603  0.078
H: 4.900 10.431 0.861  0.071
H: 3.907 12.479 0.981  0.125
H: 2.433 11.917 2.666  0.080
H: 3.042 13.574 2.896  0.081
H: 3.665 12.202 3.978  0.089
H: 5.300 13.926 2.266  0.100
C: 5.600 -1.979 8.849  -0.076
C: 6.688 -3.027 8.748  -0.511
C: 7.127 -3.100 7.309  -0.063
O: 7.800 -2.804 9.616  -0.044
H: 5.194 -1.857 9.853  0.077
H: 4.806 -2.206 8.136  0.078
H: 5.959 -0.980 8.601  0.081
H: 6.275 -3.977 9.085  0.131
H: 7.263 -2.088 6.928  0.080
H: 6.298 -3.480 6.711  0.077
H: 8.001 -3.740 7.187  0.085
H: 7.526 -2.469 10.472  0.084
C: -8.424 5.136 2.937  -0.052
C: -7.116 4.236 3.003  -0.441
C: -7.176 3.433 4.226  -0.100
O: -7.174 3.367 1.808  -0.076
H: -9.361 4.581 2.971  0.077
H: -8.511 5.686 2.000  0.066
H: -8.481 5.918 3.695  0.072
H: -6.214 4.846 2.965  0.130
H: -6.338 2.739 4.275  0.072
H: -7.948 2.664 4.255  0.091
H: -7.127 4.084 5.099  0.091
H: -6.327 3.151 1.410  0.070
C: 5.083 8.283 -11.000  -0.059
C: 4.809 7.116 -10.078  -0.512
C: 4.246 7.373 -8.658  -0.047
O: 3.965 6.117 -10.620  -0.057
H: 4.154 8.852 -10.977  0.077
H: 5.155 7.983 -12.046  0.083
H: 5.944 8.880 -10.699  0.085
H: 5.785 6.632 -10.059  0.127
H: 4.366 6.456 -8.080  0.073
H: 3.164 7.489 -8.724  0.073
H: 4.702 8.249 -8.197  0.074
H: 3.273 6.590 -11.089  0.084
C: -7.251 -8.542 -5.101  -0.040
C: -6.188 -8.492 -3.984  -0.550
C: -5.649 -9.771 -3.361  -0.042
O: -5.165 -7.673 -4.424  -0.053
H: -8.244 -8.834 -4.761  0.079
H: -6.800 -9.276 -5.768  0.077
H: -7.399 -7.642 -5.698  0.079
H: -6.558 -7.854 -3.182  0.127
H: -4.919 -9.675 -2.556  0.081
H: -5.050 -10.161 -4.183  0.075
H: -6.459 -10.465 -3.136  0.083
H: -4.948 -8.078 -5.267  0.083
C: -4.387 9.682 -1.729  -0.052
C: -5.324 10.900 -1.636  -0.533
C: -4.764 12.258 -2.124  -0.045
O: -6.520 10.653 -2.253  -0.039
H: -4.671 8.929 -0.993  0.073
H: -3.420 9.974 -1.318  0.066
H: -4.146 9.310 -2.724  0.084
H: -5.576 11.151 -0.605  0.125
H: -4.569 12.271 -3.197  0.077
H: -3.841 12.265 -1.545  0.073
H: -5.433 13.104 -1.964  0.079
H: -6.771 9.728 -2.193  0.091

Calculated values
* gap between HOMO and LUMO: 2.201 eV
* total charge: +1
* maximum force: 9.4 eV/Å
* HOMO level: -9.967 eV